The following is a quantum chemistry calculation of C3H7IN4 in the gas phase, from the Open Molecules 2025 dataset.

The SMILES is [H]/N=N/[C@@H](I)N(C)N=C. The energy relative to the best compared isomer or geometry (same formula, charge and spin) is 26.0 kcal/mol. The value obtained for the LUMO energy is -0.09 eV. The calculation puts the orbital gap at 8.3 eV. The value obtained for the largest force on an atom is 4.6 eV Å⁻¹. Its multiplicity is 1. The calculation puts the energy at -17280.509 eV.

The geometry in XYZ format:
```
15
Properties=species:S:1:pos:R:3:mulliken_charge:R:1
H 2.6196 0.8725 -2.6264 0.244
N 1.9404 0.2003 -2.2945 -0.523
N 0.9894 0.5669 -1.6147 0.127
C 0.0198 -0.3026 -1.2302 -0.263
I 0.9000 -2.3825 -1.1550 -0.046
N -0.3908 0.0134 0.0790 0.558
C -1.6092 -0.5669 0.6441 -0.898
N 0.4460 0.7695 0.7577 -0.614
C 0.5579 1.0609 1.9777 -0.279
H -0.9856 -0.4354 -2.0594 0.399
H -1.4524 -1.0763 1.6771 0.318
H -2.4293 0.2605 0.7422 0.258
H -1.7945 -1.4596 -0.1043 0.308
H 1.3378 1.6678 2.2800 0.272
H -0.1491 0.8112 2.9269 0.139
```


The following is a quantum chemistry calculation of a molecular structure, C8H14ClN, from the Open Molecules 2025 dataset.

The energy relative to the best compared isomer or geometry (same formula, charge and spin) is 63.4 kcal/mol. The value obtained for the LUMO energy is 0.89 eV. The calculation puts the orbital gap at 9.2 eV. The value obtained for the largest force on an atom is 4.6 eV Å⁻¹. Its multiplicity is 1. The calculation puts the energy at -22531.272 eV.

The geometry in XYZ format:
```
24
Properties=species:S:1:pos:R:3:mulliken_charge:R:1
C 0.2031 0.3210 0.3662 0.254
C 0.8719 1.3948 -0.0609 0.796
C 0.3123 -0.8794 1.1885 -0.643
C 0.0792 -2.1782 0.3183 -0.982
C -0.9254 -2.0234 -0.7581 -0.445
C -2.0140 -1.1513 -0.3054 -0.568
C 0.2877 2.4437 -0.9373 -1.447
C 2.3071 1.6726 0.3857 -1.255
N -1.6064 0.2159 -0.4412 -0.350
Cl -2.7638 1.2783 0.2140 -0.158
H 1.3120 -1.0019 1.7062 0.343
H -0.3821 -0.6921 2.0494 0.286
H 1.0397 -2.3971 -0.0622 0.405
H -0.1273 -2.9824 0.9581 0.416
H -0.2797 -1.4649 -1.5663 0.299
H -1.2724 -3.0403 -0.9375 0.283
H -3.0299 -1.1801 -0.7805 0.430
H -2.2502 -1.6101 0.7405 0.260
H 1.1131 3.0399 -1.4653 0.305
H -0.3125 1.9884 -1.5800 0.535
H -0.4340 3.1885 -0.4549 0.253
H 2.2563 2.3457 1.3099 0.249
H 2.7399 0.6760 0.6015 0.318
H 2.8754 2.0364 -0.4884 0.413
```


The following is a quantum chemistry calculation of a molecular structure, C30H32BF4MoNO2Sb2, from the Open Molecules 2025 dataset.

The energy relative to the best compared isomer or geometry (same formula, charge and spin) is 0.0 kcal/mol. The value obtained for the LUMO energy (spin up / spin down) is -7.53 / -7.48 eV. The calculation puts the orbital gap (spin up / spin down) at 6.8 / 6.8 eV. The value obtained for the largest force on an atom is 0.2 eV Å⁻¹. Its charge is +2. Its multiplicity is 3. The calculation puts the energy at -63682.582 eV.

The geometry in XYZ format:
```
73
Properties=species:S:1:pos:R:3:mulliken_charge:R:1
Mo -0.1921 1.4140 0.6607 0.750
N -1.0276 1.9869 2.6972 -0.561
C -0.1403 2.9500 3.4181 -0.573
C 1.1456 2.2608 3.8457 -0.559
C 1.8170 1.4818 2.7439 0.321
O 2.5802 0.5767 2.8859 -0.479
O 1.4347 1.8685 1.4789 -0.304
H -1.9384 2.4133 2.5289 0.376
H -1.2118 1.1818 3.2996 0.120
H -0.6528 3.3488 4.2928 0.473
H 0.0672 3.7804 2.7444 0.343
H 0.9733 1.5599 4.6651 0.304
H 1.8595 2.9992 4.2183 0.391
C 1.7796 -2.1388 1.1389 -0.933
C 2.6082 -1.5748 -0.0125 -0.707
C 1.8846 -1.5501 -1.3642 -1.057
Sb 0.8595 0.2957 -1.7081 1.771
C 2.3778 1.5096 -2.4874 0.623
C 2.9990 2.4952 -1.7287 -0.485
C 4.0411 3.2283 -2.2797 -0.709
C 4.4581 2.9743 -3.5782 -0.534
C 3.8387 1.9864 -4.3347 -0.740
C 2.7971 1.2510 -3.7925 -0.540
C -0.4826 -0.0557 -3.2748 0.745
C -0.6974 0.9251 -4.2370 -0.584
C -1.5942 0.6788 -5.2669 -0.755
C -2.2701 -0.5316 -5.3268 -0.622
C -2.0549 -1.5052 -4.3598 -0.734
C -1.1603 -1.2718 -3.3264 -0.191
Sb -0.1173 -1.2170 1.4200 0.902
C -1.5441 -2.2687 0.3042 0.791
C -2.7330 -1.6279 -0.0414 -0.293
C -3.6825 -2.3074 -0.7922 -0.872
C -3.4391 -3.6105 -1.2023 -0.627
C -2.2513 -4.2447 -0.8617 -0.649
C -1.2982 -3.5779 -0.1042 -0.680
C -0.6499 -1.3633 3.4473 0.395
C -2.0014 -1.4490 3.7790 -0.302
C -2.3765 -1.4751 5.1159 -0.636
C -1.4087 -1.4191 6.1103 -0.589
C -0.0625 -1.3387 5.7760 -0.765
C 0.3239 -1.3036 4.4429 -0.438
H 2.3044 -2.0291 2.0869 0.487
H 1.5605 -3.1981 0.9943 0.799
H 3.4956 -2.2053 -0.1010 0.516
H 2.9809 -0.5824 0.2581 0.175
H 1.1975 -2.3897 -1.4827 0.406
H 2.5954 -1.5848 -2.1911 0.679
H 2.6911 2.6914 -0.7079 0.241
H 4.5302 3.9951 -1.6942 0.451
H 5.2719 3.5455 -4.0039 0.407
H 4.1682 1.7895 -5.3458 0.424
H 2.3139 0.4851 -4.3904 0.442
H -0.1664 1.8685 -4.1997 0.450
H -1.7610 1.4329 -6.0242 0.427
H -2.9647 -0.7179 -6.1347 0.422
H -2.5772 -2.4513 -4.4134 0.479
H -0.9940 -2.0408 -2.5798 0.217
H -2.9255 -0.6030 0.2536 0.360
H -4.6082 -1.8158 -1.0597 0.468
H -4.1807 -4.1385 -1.7870 0.480
H -2.0678 -5.2627 -1.1784 0.461
H -0.3844 -4.0932 0.1653 0.379
H -2.7609 -1.5229 3.0079 0.447
H -3.4227 -1.5528 5.3797 0.451
H -1.7040 -1.4487 7.1505 0.429
H 0.6895 -1.3122 6.5535 0.473
H 1.3767 -1.2362 4.1955 0.477
F -1.4246 3.3888 -2.1937 -0.041
B -1.4271 3.8351 -0.9716 0.368
F -2.3735 4.5299 -0.4214 -0.161
F -0.2968 3.5986 -0.2238 -0.306
F -1.9945 1.6890 0.1244 -0.696
```


The following is a quantum chemistry calculation of a molecular structure, C5H12BBr4Na3O3, from the Open Molecules 2025 dataset.

The energy relative to the best compared isomer or geometry (same formula, charge and spin) is 7.0 kcal/mol. The value obtained for the LUMO energy (spin up / spin down) is -4.38 / -5.37 eV. The calculation puts the orbital gap (spin up / spin down) at 8.0 / 7.0 eV. The value obtained for the largest force on an atom is 4.7 eV Å⁻¹. Its charge is +1. Its multiplicity is 2. The calculation puts the energy at -305611.578 eV.

The geometry in XYZ format:
```
28
Properties=species:S:1:pos:R:3:mulliken_charge:R:1
Na 2.5368 -0.2373 1.7143 0.945
Na 1.5233 -2.5009 -0.5080 0.981
Na 0.1527 -2.0725 3.1165 0.917
C 2.9183 -3.4086 1.8800 0.991
O 1.7107 -3.6905 1.9589 -0.684
O 3.3435 -2.4947 1.1563 -0.729
O 3.6267 -3.8666 2.7561 -0.365
B 0.1242 -0.7580 0.5796 0.269
H 0.0262 -0.3563 1.5763 -0.292
H 1.1468 -0.6181 0.2648 -0.711
H 0.0023 -1.8197 0.7284 -0.144
H -0.5856 -0.4425 -0.1693 -0.244
Br 3.1883 0.6656 -1.1381 -0.163
C 2.0406 1.3557 -2.5445 -0.574
C 2.0882 2.8778 -2.3865 -0.672
Br 0.9942 3.6473 -3.8744 -0.147
H 1.0714 0.8657 -2.6377 0.414
H 2.5123 0.9874 -3.4555 0.431
H 3.1297 3.1920 -2.4556 0.415
H 1.6695 3.1789 -1.4262 0.387
Br -4.5923 1.3938 2.8150 -0.163
C -3.6969 0.5461 1.2353 -0.540
C -4.5906 0.7871 -0.0498 -0.529
Br -3.5510 0.2450 -1.5902 -0.167
H -3.7328 -0.5046 1.5230 0.320
H -2.6687 0.8891 1.1199 0.303
H -4.8257 1.8447 -0.1692 0.364
H -5.5622 0.2938 -0.0197 0.386
```


The following is a quantum chemistry calculation of a molecular structure, C20H27BrN7O2V, from the Open Molecules 2025 dataset.

The value obtained for the LUMO energy (spin up / spin down) is -6.86 / -7.02 eV. The calculation puts the orbital gap (spin up / spin down) at 8.0 / 7.9 eV. The value obtained for the largest force on an atom is 3.7 eV Å⁻¹. Its charge is +2. Its multiplicity is 3. The calculation puts the energy at -131418.896 eV.

The geometry in XYZ format:
```
58
Properties=species:S:1:pos:R:3:mulliken_charge:R:1
V 0.4698 0.4381 -0.5598 0.376
C 2.6033 0.7474 3.3948 -1.798
C 1.6952 0.4841 2.3180 0.513
N 1.9666 0.7912 1.1032 0.421
C 3.2233 1.4097 0.6843 -0.629
C 3.4577 1.1166 -0.8086 -1.524
N 2.1630 1.2800 -1.5472 -0.202
C 1.8473 2.6845 -2.0393 -0.693
C 0.8151 3.4238 -1.1159 -0.712
N -0.3094 2.4704 -0.7573 -0.063
C -1.3231 2.5458 -1.7651 -0.625
C -2.3501 1.3468 -1.5587 -1.251
N -1.7865 0.5915 -0.4420 0.413
C -2.4715 0.0245 0.4559 0.493
C -4.0028 -0.0805 0.3804 -1.719
C -1.6426 -0.5778 1.5424 1.008
C -2.2651 -1.1026 2.7222 -1.062
C -1.4268 -1.1306 3.8132 -1.029
C -0.1348 -0.6422 3.7086 -0.955
C 0.3968 -0.1310 2.5156 0.533
N -0.3650 -0.3054 1.4295 0.902
H 2.1864 0.8605 4.4071 0.450
H 3.0419 1.7798 3.2054 0.420
H 3.5420 0.0236 3.2963 0.320
H 4.0759 1.0167 1.1929 0.643
H 3.1526 2.5066 1.0184 0.431
H 3.7015 0.0651 -0.9432 0.397
H 4.2252 1.7406 -1.2174 0.480
H 2.3068 0.7279 -2.3863 0.389
H 1.3458 2.5719 -2.9993 0.411
H 2.7285 3.3020 -1.9672 0.385
H 0.3328 4.2016 -1.6593 0.482
H 1.3399 3.8327 -0.2326 0.323
H -0.7178 2.7098 0.1193 0.235
H -0.7834 2.4781 -2.7501 0.280
H -1.7467 3.5351 -1.8410 0.633
H -2.3999 0.7363 -2.4121 0.402
H -3.2932 1.7566 -1.3113 0.628
H -4.3408 -0.5593 1.2951 0.376
H -4.3448 -0.7104 -0.4546 0.347
H -4.4921 0.9151 0.3698 0.436
H -3.3162 -1.3949 2.7643 0.401
H -1.7262 -1.4409 4.7807 0.524
H 0.3497 -0.5804 4.6518 0.410
Br 1.7731 -2.0537 -0.4486 -0.128
C 0.2696 -3.1301 -0.7285 0.686
C 0.3143 -4.0682 -1.7393 -0.522
C -0.7511 -4.9448 -1.8257 -0.317
C -1.8449 -4.7365 -0.9605 -0.706
C -1.8111 -3.7353 -0.0225 -0.207
N -0.7462 -2.9389 0.1194 -0.127
H 1.2697 -4.2082 -2.3033 0.373
H -0.7463 -5.8497 -2.4305 0.419
H -2.6267 -5.4938 -0.9219 0.390
H -2.6274 -3.6376 0.6985 0.409
O 1.5236 -0.1948 -3.8051 -0.363
N 0.3665 -0.4105 -3.6116 -0.041
O -0.0912 -0.0564 -2.4211 -0.066
```


The following is a quantum chemistry calculation of H2O2 in the gas phase, from the Open Molecules 2025 dataset.

The SMILES is OO. The energy relative to the best compared isomer or geometry (same formula, charge and spin) is 2.6 kcal/mol. The value obtained for the LUMO energy is 0.94 eV. The calculation puts the orbital gap at 12.1 eV. The value obtained for the largest force on an atom is 2.5 eV Å⁻¹. Its multiplicity is 1. The calculation puts the energy at -4124.286 eV.

The geometry in XYZ format:
```
4
Properties=species:S:1:pos:R:3:mulliken_charge:R:1
O -0.4021 0.6617 0.2231 -0.367
O -0.1024 -0.7631 0.3328 -0.349
H 0.5325 1.0280 0.1086 0.357
H -0.0280 -0.9265 -0.6645 0.360
```